1.
The following is a DFT calculation (the ωB97M-V functional and the def2-TZVPD basis) of an isolated molecule of C11H11N3O.

The geometry in ORCA input format:
```
! wB97M-V def2-TZVPD RIJCOSX def2/J DEFGRID3
* xyz 0 1
C -2.17 -1.54 0.05
C -1.59 0.38 1.28
C 3.19 -1.82 0.50
C 2.21 -2.37 -0.26
C 3.25 -0.47 0.73
C 1.15 -1.56 -0.62
C 2.21 0.33 0.27
C 1.17 -0.18 -0.47
C -4.36 0.78 0.50
C -1.08 0.40 -1.27
C -2.22 -0.14 0.15
N -2.26 -2.68 -0.07
N -0.95 0.74 2.19
N 0.21 0.74 -0.86
O -3.34 0.53 -0.40
H 4.04 -2.55 0.75
H 2.20 -3.43 -0.21
H 3.99 0.00 1.34
H 0.27 -1.95 -0.98
H 2.32 1.41 0.41
H -5.05 1.23 -0.16
H -3.92 1.46 1.37
H -4.77 -0.18 0.90
H -1.50 1.13 -1.87
H -1.21 -0.52 -1.88
H 0.24 1.61 -0.24
*
```

Structure (SMILES): COC(C#N)(C#N)CNc1ccccc1
F_max, eV/A: 5.25
Molar mass, u: 201.2
HOMO energy, Ha: -0.308
Relative energy (zero: lowest compared OMol25 entry of this formula, charge and spin), kJ/mol: 295.3
Kohn-Sham gap, eV: 8.65



2.
The following is a DFT calculation (the ωB97M-V functional and the def2-TZVPD basis) of a structure of composition C20H30B2BrN2O20Sr.

The geometry in ORCA input format:
```
! wB97M-V def2-TZVPD RIJCOSX def2/J DEFGRID3
* xyz -1 1
Sr 2.14 0.85 1.49
O -4.01 0.46 -9.03
C -3.94 0.48 -7.81
O -2.77 0.65 -7.15
B -3.04 0.73 -5.67
O -4.40 0.17 -5.62
C -5.03 0.12 -6.79
O -6.24 -0.04 -6.98
O -3.04 2.06 -5.11
C -2.39 2.14 -4.05
O -2.28 3.06 -3.22
C -1.78 0.73 -3.76
O -2.09 -0.06 -4.81
O -1.08 0.50 -2.72
O -9.12 -0.68 0.22
C -8.20 0.12 0.07
O -7.34 0.46 1.05
B -6.25 1.25 0.44
O -6.49 1.24 -0.99
C -7.72 0.72 -1.26
O -8.33 0.61 -2.35
O -6.19 2.64 1.00
C -5.00 2.89 1.49
O -4.67 3.93 2.13
C -4.20 1.52 1.33
O -4.99 0.61 0.68
O -3.08 1.31 1.80
Br 6.37 1.68 1.38
C 0.31 -3.50 2.62
O 1.42 -3.06 1.91
C 2.19 -4.14 1.49
C 3.46 -3.59 0.82
N 3.35 -2.72 -0.33
C 2.55 -3.45 -1.39
C 3.23 -4.77 -1.99
O 2.98 -5.81 -1.09
C 3.63 -7.08 -1.40
H -0.35 -4.14 2.04
H -0.23 -2.65 3.05
H 0.60 -4.06 3.50
H 1.60 -4.77 0.84
H 2.56 -4.68 2.36
H 4.15 -4.40 0.60
H 4.05 -3.10 1.60
H 4.23 -2.48 -0.77
H 2.37 -2.93 -2.33
H 1.54 -3.69 -1.08
H 4.30 -4.70 -2.18
H 2.73 -5.05 -2.92
H 4.70 -6.89 -1.47
H 3.15 -7.30 -2.35
H 3.41 -7.83 -0.64
C 3.02 0.47 5.27
O 2.30 1.39 4.48
C 2.23 2.63 5.11
C 1.42 3.60 4.24
N 2.07 3.87 2.98
C 1.28 4.63 1.99
C 1.97 4.59 0.63
O 2.33 3.29 0.11
C 2.78 3.40 -1.25
H 4.11 0.53 5.17
H 2.75 -0.49 4.81
H 2.68 0.50 6.30
H 3.26 2.99 5.20
H 1.75 2.55 6.09
H 1.41 4.51 4.85
H 0.41 3.22 4.16
H 2.86 4.44 3.22
H 1.32 5.65 2.38
H 0.23 4.42 1.83
H 2.94 5.06 0.73
H 1.44 5.15 -0.13
H 3.70 3.99 -1.28
H 2.04 3.87 -1.90
H 2.92 2.38 -1.63
*
```

F_max, eV/A: 5.73
Molar mass, u: 807.6
HOMO energy, Ha: -0.253
Kohn-Sham gap, eV: 6.09



3.
The following is a DFT calculation (the ωB97M-V functional and the def2-TZVPD basis) of a structure of composition C36H32BrInN7O2.

The geometry in ORCA input format:
```
! wB97M-V def2-TZVPD RIJCOSX def2/J DEFGRID3
* xyz 1 1
In -0.20 0.10 0.20
C -0.42 -5.80 2.89
C -0.66 -4.33 2.70
C -0.12 -3.39 3.58
C -0.31 -2.03 3.40
C -1.08 -1.53 2.34
N -1.25 -0.18 2.04
C -1.47 0.75 3.03
C -1.99 0.38 4.29
C -2.33 1.31 5.25
C -2.21 2.68 5.02
C -2.64 3.69 6.04
C -1.72 3.06 3.79
C -1.33 2.13 2.82
N -0.77 2.71 1.61
C -0.22 3.93 1.52
C 0.01 4.22 0.19
C -0.44 3.10 -0.49
N -0.91 2.18 0.36
C -1.59 -2.49 1.46
C -1.38 -3.86 1.62
N -2.39 -2.06 0.35
C -3.56 -2.56 -0.06
C -3.97 -1.84 -1.17
C -2.97 -0.89 -1.36
N -2.01 -1.03 -0.45
H -0.05 -6.01 3.89
H -1.34 -6.37 2.74
H 0.32 -6.17 2.18
H 0.47 -3.73 4.42
H 0.15 -1.33 4.08
H -2.16 -0.66 4.49
H -2.73 0.96 6.19
H -2.68 3.25 7.03
H -1.95 4.54 6.07
H -3.63 4.09 5.81
H -1.67 4.12 3.56
H -0.01 4.50 2.41
H 0.43 5.12 -0.21
H -0.42 2.89 -1.54
H -1.79 -4.54 0.89
H -4.02 -3.37 0.47
H -4.88 -1.96 -1.73
H -2.91 -0.10 -2.09
O 4.01 3.24 1.48
C 4.27 2.09 2.18
C 5.31 2.10 3.09
C 5.59 0.96 3.83
C 4.83 -0.19 3.66
C 3.79 -0.20 2.76
C 3.49 0.94 2.01
C 2.30 0.97 1.08
O 1.60 -0.22 1.06
N 2.78 1.35 -0.27
N 1.81 1.06 -1.21
C 2.16 1.06 -2.43
C 1.25 0.65 -3.49
Br -0.16 -0.47 -2.89
C 1.39 0.92 -4.79
C 2.40 1.81 -5.37
C 2.98 1.46 -6.58
C 3.96 2.26 -7.15
C 4.35 3.44 -6.51
C 3.75 3.81 -5.32
C 2.78 3.00 -4.75
H 3.48 3.02 0.70
H 5.89 3.00 3.20
H 6.41 0.97 4.54
H 5.06 -1.08 4.24
H 3.17 -1.07 2.62
H 1.65 1.80 1.40
H 3.64 0.84 -0.48
H 3.18 1.33 -2.73
H 0.71 0.43 -5.49
H 2.68 0.55 -7.08
H 4.42 1.98 -8.09
H 5.10 4.07 -6.96
H 4.03 4.74 -4.84
H 2.28 3.32 -3.84
*
```

F_max, eV/A: 0.42
Molar mass, u: 789.4
HOMO energy, Ha: -0.352
Kohn-Sham gap, eV: 6.62



4.
The following is a DFT calculation (the ωB97M-V functional and the def2-TZVPD basis) of a structure of composition C22H48AsF6O38S10.

The geometry in ORCA input format:
```
! wB97M-V def2-TZVPD RIJCOSX def2/J DEFGRID3
* xyz -1 1
As -0.03 -0.31 -0.49
F 1.55 0.52 -0.25
F 0.08 0.55 -2.08
F -1.66 -0.97 -1.02
F -0.11 -1.21 1.10
F -0.82 1.10 0.29
F 0.82 -1.68 -1.19
O -1.61 -1.20 6.27
S -1.15 -1.70 5.00
O -1.88 -2.70 4.14
O -0.72 -0.47 3.84
C -1.74 0.33 3.29
C -1.28 0.96 1.92
C 0.48 -2.34 5.37
H -1.97 1.05 4.07
H -2.50 -0.43 3.10
H -0.88 0.12 1.35
H -0.42 1.57 2.18
H -2.10 1.40 1.34
H 0.41 -3.24 5.98
H 0.92 -1.51 5.91
H 0.95 -2.58 4.42
O 4.35 2.65 -2.85
S 3.47 3.03 -1.75
O 3.80 3.99 -0.75
O 1.97 3.37 -2.24
C 1.47 2.54 -3.27
C 0.01 2.78 -3.34
C 3.18 1.47 -0.73
H 1.53 1.51 -2.94
H 1.91 2.68 -4.26
H -0.43 2.28 -2.47
H -0.42 2.32 -4.24
H -0.33 3.78 -3.08
H 2.63 1.90 0.11
H 4.22 1.22 -0.51
H 2.49 0.85 -1.29
C -3.52 -0.05 -0.05
C -4.95 -0.47 -0.47
O -5.77 0.69 -0.32
S -4.87 1.99 -0.92
O -5.22 3.23 -0.27
O -4.76 1.83 -2.38
O -3.47 1.30 -0.21
H -2.68 -0.26 -0.70
H -3.22 -0.36 0.95
H -5.36 -1.37 0.00
H -4.88 -0.77 -1.51
C 3.31 -1.73 -0.89
C 2.99 -3.16 -1.47
O 2.95 -4.01 -0.37
S 2.35 -3.29 0.99
O 2.99 -3.81 2.19
O 0.86 -3.16 1.05
O 3.05 -1.87 0.53
H 2.61 -0.97 -1.24
H 4.36 -1.52 -1.06
H 3.82 -3.51 -2.08
H 2.01 -3.19 -1.95
C 1.17 -1.06 -3.30
C 1.75 -1.24 -4.65
O 2.98 -1.80 -4.48
S 3.73 -0.98 -3.28
O 4.03 0.33 -3.76
O 4.75 -1.81 -2.67
O 2.26 -1.03 -2.45
H 0.65 -1.96 -2.95
H 0.48 -0.23 -3.18
H 1.98 -0.32 -5.20
H 1.07 -1.86 -5.23
C -1.82 2.67 -0.50
C -1.80 2.66 1.06
O -2.19 3.92 1.47
S -2.73 4.90 0.24
O -1.73 5.97 -0.09
O -4.12 5.35 0.42
O -2.60 3.77 -0.95
H -2.29 1.72 -0.74
H -0.83 2.70 -0.95
H -0.80 2.54 1.48
H -2.60 2.04 1.47
C -1.57 -1.18 -3.00
C -2.10 -2.59 -3.09
O -2.97 -2.56 -4.20
S -2.25 -1.63 -5.40
O -3.13 -1.01 -6.34
O -1.03 -2.25 -5.84
O -1.85 -0.51 -4.23
H -0.53 -1.04 -2.73
H -2.11 -0.72 -2.17
H -2.57 -2.94 -2.17
H -1.33 -3.27 -3.46
C 1.94 0.12 1.80
C 1.60 -1.34 2.19
O 1.78 -1.53 3.55
S 2.73 -0.31 4.22
O 4.11 -0.87 4.17
O 2.20 0.27 5.51
O 2.56 0.71 2.95
H 1.07 0.76 1.60
H 2.47 0.15 0.85
H 2.43 -1.87 1.73
H 0.64 -1.72 1.83
C -0.67 -3.69 2.03
C -1.54 -2.71 1.35
O -2.84 -3.21 1.21
S -3.11 -4.60 2.12
O -3.86 -5.62 1.36
O -3.58 -4.40 3.45
O -1.44 -4.89 2.05
H -0.59 -3.40 3.08
H 0.22 -3.91 1.44
H -1.26 -2.45 0.32
H -1.68 -1.73 1.81
C 2.80 3.59 2.27
C 1.42 3.98 2.79
O 0.39 3.45 2.06
S 0.85 3.45 0.43
O 0.77 4.77 -0.26
O 0.28 2.28 -0.25
O 2.52 3.24 0.92
H 3.09 2.70 2.83
H 3.64 4.27 2.42
H 1.22 5.01 2.48
H 1.22 3.72 3.83
*
```

F_max, eV/A: 15.83
Molar mass, u: 1430.2
HOMO energy, Ha: -0.249
Relative energy (zero: lowest compared OMol25 entry of this formula, charge and spin), kJ/mol: 4975.9
Kohn-Sham gap, eV: 6.45